i.
Formula: C10H15NO2
Source: the Open Molecules 2025 dataset
Level of theory: wB97M-V/def2-TZVPD

The geometry in ORCA input format:
```
! wB97M-V def2-TZVPD RIJCOSX def2/J DEFGRID3
* xyz 0 1
C 3.8269 1.3220 1.4987
C 0.7898 -1.3652 0.3557
C 2.0238 -1.5604 -0.2192
C 0.5117 -0.3661 1.2674
C 3.0915 -0.7980 0.2361
C 1.5396 0.5259 1.5510
C 2.8399 0.3215 1.0772
O -0.1543 -2.2910 -0.0818
H -0.9434 -2.2775 0.3487
H 2.1446 -2.2707 -1.1120
H -0.4622 -0.1592 1.7257
H 4.0588 -1.3124 0.0444
H 1.2300 1.4920 2.0559
H 4.4599 1.5632 0.5899
H 4.2512 0.6539 2.3454
H 3.1834 2.2321 1.6742
C -3.3305 -0.3325 -1.0140
C -3.4153 0.2548 -2.4027
C -2.5095 0.5559 0.0026
O -2.7761 0.6315 1.1611
N -1.3319 1.1331 -0.4109
H -4.2377 -0.3599 -0.4794
H -2.9185 -1.2737 -0.9277
H -2.4912 0.7125 -2.8648
H -0.8507 1.5789 0.4227
H -0.7520 0.8275 -1.2338
H -4.2734 0.9372 -2.4069
H -3.5045 -0.3755 -3.2032
*
```

Output
* HOMO: -0.3059 hartree
* SMILES string: Cc1ccc(O)cc1.CCC(N)=O


ii.
Formula: C10H15NO2
Source: the Open Molecules 2025 dataset
Level of theory: wB97M-V/def2-TZVPD

The geometry in ORCA input format:
```
! wB97M-V def2-TZVPD RIJCOSX def2/J DEFGRID3
* xyz 0 1
C -1.0408 -0.0933 1.3771
C -0.4973 -0.0592 2.8128
C -2.3326 -0.8569 1.1750
O -2.3087 -2.0732 1.0803
N -3.4550 -0.1456 0.8448
H -1.1895 0.8746 0.8845
H -0.2483 -0.5558 0.7874
H -1.3411 -0.0934 3.5147
H -4.2276 -0.5868 0.3862
H -3.4830 0.7652 1.2722
H 0.1159 0.8160 2.9925
H -0.0308 -1.0163 3.0477
C 2.8129 -1.6101 -0.7115
C -0.1192 0.2801 -2.2142
C 0.8042 -0.7405 -1.9529
C 0.1299 1.5356 -1.7121
C 1.9373 -0.4984 -1.1963
C 1.2580 1.8234 -0.9499
C 2.1773 0.8088 -0.7594
O -0.8358 2.5383 -1.8507
H -1.0591 0.0401 -2.6925
H 0.6343 -1.6956 -2.3696
H -1.6095 2.2762 -1.3434
H 1.4662 2.8267 -0.6140
H 2.8298 -1.6367 0.3782
H 3.8804 -1.3643 -0.8218
H 3.0698 1.0133 -0.1763
H 2.6625 -2.5723 -1.1887
*
```

Output
* HOMO: -0.3239 hartree
* SMILES string: Cc1ccc(O)cc1.CCC(N)=O


The structure with the greatest stability is ii.


i.
Formula: C3H3NOS2
Source: the Open Molecules 2025 dataset
Level of theory: wB97M-V/def2-TZVPD

The geometry in ORCA input format:
```
! wB97M-V def2-TZVPD RIJCOSX def2/J DEFGRID3
* xyz 0 1
C -0.7243 -0.2539 -1.9717
C -0.4644 1.3075 -0.2054
C 0.1769 -1.1927 0.0374
H -1.1734 0.5977 -2.3759
H -0.7565 1.8811 -1.0936
H -0.0424 -2.2113 -0.5629
N -0.2492 -0.0165 -0.7054
O -0.3623 -1.2030 -2.7730
S -0.0299 1.9786 1.1880
S 0.8228 -1.3345 1.5615
*
```

Output
* HOMO: -0.3220 hartree
* SMILES string: O=CN(C=S)C=S


ii.
Formula: C3H3NOS2
Source: the Open Molecules 2025 dataset
Level of theory: wB97M-V/def2-TZVPD

The geometry in ORCA input format:
```
! wB97M-V def2-TZVPD RIJCOSX def2/J DEFGRID3
* xyz 0 1
C 1.2972 0.2443 -0.1555
C 0.4244 -0.9372 0.0676
C -1.4081 1.0095 -0.1475
H 1.2030 -1.6445 -0.3255
H 0.1637 -0.8824 1.2540
H -2.3374 1.6061 0.4219
N -1.7806 -0.2045 -0.0102
O -0.8106 -1.0379 -0.6533
S 2.9207 0.1519 -0.1762
S 0.3278 1.6947 -0.2752
*
```

Output
* HOMO: -0.3463 hartree
* SMILES string: S=C1CON=CS1


The structure with the greatest stability is i.


i.
Formula: C6H13N2O
Source: the Open Molecules 2025 dataset
Level of theory: wB97M-V/def2-TZVPD

The geometry in ORCA input format:
```
! wB97M-V def2-TZVPD RIJCOSX def2/J DEFGRID3
* xyz 1 1
C -0.9902 -1.3656 0.3518
C 0.0475 0.7391 -1.1481
C 0.0637 -0.0776 0.0881
C -2.3394 -1.4618 -0.1410
C -0.8469 2.1850 0.8087
C 2.4942 -1.1007 -0.2681
N 0.0669 1.3005 0.1114
N 1.4734 -0.5902 0.6089
O -0.4323 -2.2425 0.9746
H 0.9484 0.8233 -1.6758
H -0.9329 0.7776 -1.7623
H -2.6122 -0.6346 -0.7472
H -2.8777 -1.8455 0.7293
H -2.2846 -2.3514 -0.8340
H -1.3348 2.9716 0.2113
H -1.6998 1.6183 1.1868
H -0.2888 2.7977 1.5136
H 2.3190 -2.0942 -0.5329
H 2.5833 -0.5802 -1.1848
H 3.4499 -1.1208 0.2527
H 2.0323 0.1260 1.2547
H 1.0900 -1.3179 1.2377
*
```

Output
* HOMO: -0.4997 hartree
* SMILES string: C[NH2+][C@]1(C(C)=O)CN1C


ii.
Formula: C6H13N2O
Source: the Open Molecules 2025 dataset
Level of theory: wB97M-V/def2-TZVPD

The geometry in ORCA input format:
```
! wB97M-V def2-TZVPD RIJCOSX def2/J DEFGRID3
* xyz 1 1
C 1.2071 -0.0236 -0.0323
C 0.0437 2.0591 -0.3818
C -1.1070 1.5996 0.5499
C -0.4734 -0.6752 0.1639
C -0.3554 -2.0037 0.8807
C -1.1272 -0.8048 -1.1997
N 1.2422 1.2679 -0.1866
N 2.2481 -0.7719 0.2072
O -0.9764 0.2720 1.0229
H -0.2493 1.9987 -1.4340
H 0.2789 3.0999 -0.1573
H -1.1096 2.2019 1.4611
H -2.0678 1.7365 0.0400
H -1.3613 -2.3550 1.1010
H 0.1722 -1.9014 1.8259
H 0.1170 -2.7523 0.2501
H -1.3524 0.1544 -1.6519
H -2.0677 -1.3394 -1.0725
H -0.5088 -1.3777 -1.8849
H 2.1303 1.7635 -0.1575
H 2.1372 -1.7642 0.3540
H 3.1796 -0.3843 0.3018
*
```

Output
* HOMO: -0.5199 hartree
* SMILES string: CC1(C)OCCNC1=[NH2+]


The structure with the greatest stability is ii.


i.
Formula: CH3BrN2
Source: the Open Molecules 2025 dataset
Level of theory: wB97M-V/def2-TZVPD

The geometry in ORCA input format:
```
! wB97M-V def2-TZVPD RIJCOSX def2/J DEFGRID3
* xyz 0 1
C -0.8255 0.1892 -0.0775
N -0.1111 -0.9727 -0.2097
N 0.9146 -1.4414 -0.0674
Br 2.8161 0.7833 0.3542
H -1.4079 0.0586 0.7534
H -1.3975 0.3160 -0.9155
H 0.0113 1.0670 0.1625
*
```

Output
* HOMO (alpha / beta): -0.3106 / -0.3184 hartree


ii.
Formula: CH3BrN2
Source: the Open Molecules 2025 dataset
Level of theory: wB97M-V/def2-TZVPD

The geometry in ORCA input format:
```
! wB97M-V def2-TZVPD RIJCOSX def2/J DEFGRID3
* xyz 0 1
C -0.5402 0.2459 0.5908
N -1.1633 -0.0889 -0.5513
N -2.2559 -0.0962 -0.9741
Br -4.2534 0.0007 0.1442
H -1.3362 0.3576 1.3627
H 0.0305 1.2102 0.4150
H 0.1835 -0.5220 0.8565
*
```

Output
* HOMO: -0.3309 hartree
* SMILES string: C/N=N\Br


The structure with the greatest stability is ii.